No. 1
Below is the molecule C17H13ClN2O3, with properties calculated with ωB97M-V/def2-TZVPD.

Cartesian coordinates (Å):
N  -4.858  -2.099  0.885
C  -3.998  -1.400  0.586
C  -2.904  -0.586  0.239
C  -2.883  0.723  0.550
C  -1.780  1.636  0.327
C  -2.054  2.991  0.135
C  -1.030  3.891  -0.088
C  0.287  3.463  -0.086
O  1.351  4.302  -0.280
C  0.582  2.109  0.143
O  1.866  1.686  0.190
C  -0.450  1.210  0.336
C  -1.848  -1.290  -0.577
O  -1.575  -0.960  -1.708
N  -1.304  -2.354  0.055
C  -0.225  -3.118  -0.549
C  1.100  -2.433  -0.322
C  1.593  -1.541  -1.267
C  2.775  -0.861  -1.046
C  3.464  -1.066  0.138
Cl  4.936  -0.213  0.427
C  2.987  -1.946  1.096
C  1.805  -2.625  0.860
H  -3.764  1.153  1.013
H  -3.076  3.335  0.133
H  -1.251  4.936  -0.257
H  1.035  5.199  -0.432
H  2.444  2.446  0.029
H  -0.187  0.182  0.523
H  -1.528  -2.527  1.023
H  -0.434  -3.174  -1.620
H  -0.231  -4.121  -0.119
H  1.035  -1.369  -2.174
H  3.156  -0.171  -1.781
H  3.532  -2.095  2.015
H  1.431  -3.314  1.604

The calculation puts the LUMO energy at -0.2 eV. The value obtained for the total energy is -1451.05019 hartree. Its HOMO energy is -8.53 eV. Its energy above the lowest of the compared OMol25 structures with the same formula, charge and spin is 25.5 kcal/mol. As for the HOMO-LUMO gap: 8.30 eV.

=====

No. 2
Below is C17H13F4N5O10Y as an isolated structure, with properties calculated with ωB97M-V/def2-TZVPD.

Cartesian coordinates (Å):
Y  -0.564  -0.036  0.382
C  2.055  -2.393  0.142
N  1.689  -1.275  1.007
C  2.825  -0.371  1.155
C  1.227  -1.779  2.305
C  0.802  -0.652  3.263
N  0.160  0.420  2.509
C  -0.238  1.578  3.118
C  -0.783  2.603  2.316
F  -0.891  2.373  0.972
C  -1.220  3.808  2.799
F  -1.738  4.690  1.928
C  -1.123  4.128  4.142
C  -0.571  3.160  4.949
F  -0.441  3.386  6.271
C  -0.141  1.933  4.471
F  0.356  1.054  5.373
H  2.934  -2.921  0.539
H  2.289  -2.019  -0.855
H  1.225  -3.092  0.070
H  3.677  -0.877  1.633
H  2.551  0.497  1.751
H  3.129  -0.029  0.165
H  2.011  -2.378  2.794
H  0.387  -2.451  2.102
H  1.672  -0.278  3.813
H  0.134  -1.083  4.015
H  -1.461  5.075  4.532
O  -0.726  -3.740  -1.703
C  -0.732  -2.545  -1.488
O  -1.008  -1.995  -0.340
C  -0.446  -1.586  -2.652
C  -0.732  -2.093  -3.907
C  -0.632  -1.285  -5.023
C  -0.287  0.041  -4.939
C  -0.001  0.542  -3.686
C  0.034  -0.242  -2.529
O  0.553  0.185  -1.407
N  0.304  2.008  -3.652
O  0.113  2.607  -2.619
O  0.703  2.519  -4.684
N  -0.933  -1.843  -6.371
O  -0.810  -1.105  -7.329
O  -1.275  -3.006  -6.433
H  -1.050  -3.123  -3.985
H  -0.245  0.679  -5.806
O  -4.431  0.176  0.102
N  -3.256  0.225  0.218
O  -2.457  0.508  -0.776
O  -2.639  -0.001  1.345

The calculation puts the LUMO energy at 2.2 eV. The value obtained for the total energy is -2119.60806 hartree. Its HOMO energy is -5.56 eV. Its energy above the lowest of the compared OMol25 structures with the same formula, charge and spin is 2.0 kcal/mol. Its net charge is -1. As for the HOMO-LUMO gap: 7.71 eV.

=====

No. 3
Below is a 2-piece molecular cluster, C17H13F6N2O2S2 overall, with properties calculated with ωB97M-V/def2-TZVPD.

Cartesian coordinates (Å):
F  2.765  1.147  -0.013
C  2.544  -0.005  0.676
F  3.127  -1.023  -0.001
F  3.212  0.107  1.879
C  1.088  -0.231  0.923
C  0.606  -1.523  1.153
C  -0.757  -1.712  1.360
C  -1.610  -0.614  1.459
C  -2.967  -0.738  2.126
C  -4.004  0.159  1.607
N  -4.916  0.777  1.208
C  -1.103  0.680  1.312
C  0.260  0.874  1.095
H  1.305  -2.358  1.238
H  -1.169  -2.714  1.556
H  -3.334  -1.762  2.122
H  -1.771  1.531  1.507
H  0.666  1.885  1.092
C  -7.136  -0.219  3.375
N  -6.756  -0.361  4.747
S  -2.526  -0.397  3.904
C  -3.343  -1.857  4.457
F  -2.574  -2.978  4.210
F  -3.516  -1.740  5.775
F  -4.565  -2.115  3.893
S  -6.343  0.983  5.546
C  -7.852  1.077  6.528
C  -8.855  2.016  6.224
C  -10.199  1.674  6.471
C  -10.523  0.486  7.157
C  -9.485  -0.362  7.587
C  -8.146  -0.031  7.336
O  -5.260  0.724  6.456
O  -6.321  2.178  4.736
H  -6.742  -1.090  2.827
H  -8.247  -0.279  3.322
H  -6.829  0.696  2.844
H  -8.589  2.972  5.782
H  -11.013  2.334  6.136
H  -11.565  0.213  7.347
H  -9.712  -1.295  8.119
H  -7.327  -0.630  7.717

The calculation puts the LUMO energy at 2.0 eV. The value obtained for the total energy is -2311.18149 hartree. Its HOMO energy is -3.62 eV. Its net charge is -1. As for the HOMO-LUMO gap: 5.65 eV.